Here is a structure of composition C38H35ClN2PbSi2 at a distorted geometry from OMol25. Energies are from ωB97M-V with the def2-TZVPD basis set.

## Properties
* energy: -2810.46482 Ha
* total charge: 0
* lowest unoccupied orbital energy (alpha / beta): -0.122 / -0.567 eV
* HOMO level (alpha / beta): -6.27 / -4.47 eV
* spin multiplicity: 1

Structure (XYZ):
```
79
C38H35ClN2PbSi2 ωB97M-V with the def2-TZVPD basis set
C 0.82 2.03 5.07
H -0.26 -0.69 -6.08
H -1.33 -0.53 5.71
H 3.39 -2.14 7.07
C 0.18 -2.73 -6.63
H 1.00 -2.70 -0.12
C -0.56 2.69 -1.56
H -2.59 -4.97 -0.84
H 3.28 -0.02 8.44
C 1.17 -1.60 -4.72
C -0.05 -2.72 -0.44
C 2.90 -1.25 6.69
C 1.72 3.04 -6.28
C -1.50 -0.95 4.71
H 2.46 2.37 8.58
H 2.07 -0.03 -2.50
C 0.45 3.65 -6.31
H 1.25 4.29 7.57
H -0.25 -4.80 0.07
Pb 0.74 -0.49 2.71
H -2.48 -0.80 -1.91
C 0.75 3.22 5.75
C -2.97 2.19 -0.23
C -0.75 1.45 -0.91
H -1.57 3.60 -5.50
C 2.14 1.03 6.92
H 2.37 -2.19 4.80
C 0.92 -3.88 -6.34
Cl 2.01 0.18 0.06
C -2.38 -1.33 2.63
C -0.76 -3.93 -0.35
C -1.93 1.24 -0.18
H -1.16 1.64 -4.09
C 2.02 2.27 7.60
H -0.34 -2.87 4.80
C -0.67 -1.57 -0.94
H -3.01 -1.25 1.74
H 0.39 2.91 -2.07
N 0.16 1.82 3.81
H -0.51 -2.71 -7.48
C 0.92 1.44 -4.66
C 1.80 -3.88 -5.25
C -1.99 -1.67 -1.43
H -0.22 -0.38 -3.02
C -2.37 -0.43 3.72
C -1.59 3.63 -1.62
H 0.26 4.50 -6.96
H -3.72 -2.92 -1.73
N 1.72 -0.21 4.88
C 1.34 3.35 7.03
C -0.35 2.03 -4.69
C 0.31 -1.59 -5.84
C -1.55 -2.43 2.95
H 2.51 3.43 -6.92
Si 0.37 -0.02 -1.30
H -3.65 4.09 -1.06
H -3.90 1.97 0.30
C -0.58 3.14 -5.50
C 2.82 -0.09 7.45
C -2.82 3.37 -0.98
H 0.81 -4.76 -6.96
C -0.99 -2.19 4.24
H -1.43 4.57 -2.16
C 1.93 -2.74 -4.44
H 0.18 2.66 3.24
C -2.69 -2.88 -1.36
C 1.56 0.94 5.62
Si 1.12 -0.10 -3.66
C -2.07 -4.02 -0.84
H 2.63 -2.74 -3.60
C 2.33 -1.29 5.42
H -0.83 1.57 3.93
H -1.42 -3.33 2.35
H 0.21 4.06 5.31
H -2.08 0.29 0.36
H 2.96 1.51 -5.39
C 1.97 1.96 -5.43
H -2.99 0.46 3.82
H 2.39 -4.77 -5.04
```

Atom charges from the Löwdin analysis, given in e for atoms 1 to 6: -0.27, 0.10, 0.10, 0.09, -0.08, 0.09